Entry 1:
17
Properties=species:S:1:pos:R:3:mulliken_charge:R:1 method="wB97M-V/def2-TZVPD" multiplicity=1 homo_energy_ev=-7.46 lumo_energy_ha=0.0057 total_charge=0
C 1.62566 -0.24711 -1.38943 -1.148
C 0.95431 0.22484 -0.14388 0.086
O -0.14636 1.75213 -1.00165 -0.696
C -1.04086 1.04655 -0.36629 0.092
C -1.33372 -0.40928 -0.55417 -0.806
C -0.23220 -0.25732 0.45564 0.783
C -0.40144 -0.42779 1.94009 -1.334
H 2.37208 -0.99721 -1.08564 0.372
H 0.93885 -0.71129 -2.09691 0.247
H 2.14921 0.57558 -1.88027 0.320
H 1.60543 0.80048 0.51775 0.314
H -1.82245 1.57978 0.20448 0.338
H -2.28748 -0.74270 -0.14941 0.292
H -1.09890 -0.86316 -1.51627 0.171
H -0.26071 -1.47038 2.25436 0.300
H 0.32250 0.18450 2.49192 0.349
H -1.40444 -0.12654 2.26584 0.320

Entry 2:
108
Properties=species:S:1:pos:R:3:mulliken_charge:R:1 method="wB97M-V/def2-TZVPD" multiplicity=1 homo_energy_ev="-3.98 / -3.97" lumo_energy_ha="0.0372 / 0.0368" total_charge=-1
Lu 0.50141 -0.23617 -0.37653 2.847
C 3.78945 -0.82927 5.43475 -0.739
C 4.90199 -0.47554 4.66139 -0.620
C 4.84951 -0.49828 3.27641 -0.307
C 3.65267 -0.87481 2.68787 0.198
C 3.23205 -1.00214 1.28899 -0.158
N 4.07874 -0.87852 0.29135 -0.499
C 3.71765 -1.03949 -0.97828 -0.273
C 4.70063 -1.17650 -2.05036 0.199
C 6.08894 -1.16269 -2.06089 -0.125
C 6.72282 -1.36099 -3.27604 -0.669
C 5.98713 -1.58282 -4.44912 -0.653
C 4.60302 -1.61022 -4.43225 -0.283
C 3.97004 -1.39537 -3.21514 0.021
C 2.56576 -1.38675 -2.81619 -0.331
N 1.58778 -1.63008 -3.67280 -0.296
C 0.34188 -1.85851 -3.28581 -0.504
N -0.14223 -1.89939 -2.01846 -0.488
C -1.42926 -2.33002 -2.07380 -0.429
N -2.23332 -2.62125 -1.06554 -0.313
C -1.86760 -2.52020 0.20051 -0.611
N -0.73541 -1.95053 0.70919 -0.112
C -0.69332 -2.20916 2.03892 -0.850
N 0.28049 -1.92893 2.89742 -0.285
C 1.47092 -1.51712 2.50463 -0.674
N 1.91453 -1.34549 1.23385 -0.518
C 2.54803 -1.22282 3.45559 0.558
C 2.59618 -1.20969 4.84058 -0.021
C -1.90835 -2.90721 2.44544 0.631
C -2.37026 -3.34692 3.68039 -0.272
C -3.60179 -3.97728 3.71591 -0.748
C -4.34511 -4.18198 2.54285 -0.717
C -3.87459 -3.75803 1.31278 -0.111
C -2.64819 -3.10546 1.28254 0.473
C -1.83303 -2.51503 -3.46543 0.274
C -3.02595 -2.91024 -4.05700 0.220
C -3.06875 -2.96781 -5.43925 -0.813
C -1.94373 -2.65184 -6.21370 -0.640
C -0.75047 -2.27449 -5.62138 -0.243
C -0.71457 -2.20567 -4.23506 0.431
N 2.46718 -1.13208 -1.48427 -0.053
H 3.86399 -0.79613 6.51457 0.398
H 5.81573 -0.17314 5.15755 0.400
H 5.69983 -0.22130 2.66779 0.541
H 6.64497 -0.99840 -1.14735 0.571
H 7.80449 -1.34778 -3.32527 0.393
H 6.51457 -1.73800 -5.38217 0.400
H 4.02599 -1.78987 -5.32993 0.560
H 1.72642 -1.47569 5.42706 0.541
H -1.78259 -3.18859 4.57526 0.563
H -4.00169 -4.32161 4.66151 0.397
H -5.30440 -4.68050 2.60646 0.403
H -4.44010 -3.91235 0.40323 0.547
H -3.89071 -3.15270 -3.45270 0.513
H -3.98775 -3.25541 -5.93425 0.391
H -2.01499 -2.70209 -7.29304 0.392
H 0.12655 -2.03376 -6.20793 0.552
O 2.91119 3.15708 0.58203 -0.815
C 2.19841 2.34357 0.01957 0.515
O 1.59674 1.34289 0.56061 0.165
C 1.93236 2.49712 -1.47099 -0.206
C 2.25218 3.68712 -2.10184 -0.758
C 1.96145 3.81918 -3.44930 -0.728
C 1.37962 2.75342 -4.11242 -0.900
C 1.09443 1.60225 -3.40047 -0.334
N 1.36275 1.46551 -2.10271 0.762
H 2.71413 4.46886 -1.51715 0.562
H 2.17873 4.74214 -3.97242 0.402
H 1.11854 2.81038 -5.15975 0.485
H 0.62923 0.75730 -3.89154 0.206
Cl -3.36145 0.57819 -4.54119 -0.193
C -3.25396 0.57607 -2.77252 1.300
Cl -4.64616 1.43616 -2.05605 -0.214
C -1.94029 1.23873 -2.28616 -0.834
O -1.58954 2.29397 -2.78116 -0.666
O -1.36372 0.54753 -1.38366 0.426
H -3.31975 -0.45320 -2.44019 -0.283
C 0.39596 1.57464 3.75996 -1.650
C -0.28507 2.56756 2.82169 1.211
C -0.89360 3.73591 3.59939 -1.769
P -1.30627 1.62266 1.58712 1.583
C -2.23440 2.92085 0.64059 2.068
C -3.40020 3.66627 1.29295 -1.723
C -1.22092 3.89200 0.02993 -1.864
C -2.59095 0.67124 2.53946 1.409
C -3.67329 0.21559 1.55519 -1.366
C -3.22044 1.25407 3.80516 -1.842
H 1.12387 2.08868 4.39272 0.560
H 0.93417 0.82471 3.18639 0.197
H -0.31745 1.06135 4.41066 0.105
H 0.50983 2.97682 2.18850 -0.147
H -1.77591 3.45341 4.17234 0.228
H -1.16353 4.56491 2.94733 0.336
H -0.14769 4.11147 4.30671 0.484
H -2.66240 2.35273 -0.18687 -1.286
H -3.12895 4.16948 2.21884 0.211
H -4.23837 3.00214 1.50152 0.321
H -3.76001 4.42811 0.59447 0.501
H -0.79116 4.55544 0.78419 0.262
H -1.70604 4.50356 -0.73304 0.554
H -0.40970 3.35910 -0.46438 0.364
H -2.03442 -0.21946 2.85031 -0.511
H -4.37477 1.02436 1.34027 0.354
H -4.24077 -0.61785 1.97666 0.367
H -3.25172 -0.10796 0.60126 0.031
H -3.72389 2.20275 3.62310 0.229
H -2.48288 1.40519 4.59296 0.338
H -3.96709 0.55009 4.18703 0.494

Entry 3:
55
Properties=species:S:1:pos:R:3:mulliken_charge:R:1 method="wB97M-V/def2-TZVPD" multiplicity=1 homo_energy_ev=-6.43 lumo_energy_ha=-0.0631 total_charge=0
C 3.43102 -1.63123 2.01668 -1.259
C 2.59960 -0.47395 2.54076 0.784
C 1.19217 -0.67878 2.41307 -0.676
C 0.18940 0.28195 2.74816 0.262
C -1.23368 -0.11534 2.44672 0.658
C -1.65572 -1.44751 2.54793 -0.447
C -3.00036 -1.79385 2.34721 -0.630
C -3.94173 -0.80072 2.04364 -0.396
C -3.52239 0.53625 1.93624 -0.507
C -2.18261 0.87478 2.13325 -0.243
O 0.40972 1.39110 3.26789 -0.656
O 3.13234 0.54061 3.01538 -0.757
H 2.86774 -2.57193 2.00692 0.327
H 3.74815 -1.41552 0.98752 0.298
H 4.32901 -1.75607 2.62882 0.305
H 0.87746 -1.61810 1.96875 0.218
H -0.91501 -2.21211 2.79262 0.362
H -3.30217 -2.84030 2.43089 0.365
H -4.98975 -1.06527 1.88616 0.363
H -4.24459 1.31825 1.69368 0.372
H -1.84940 1.91167 2.04494 0.351
C 0.00896 3.74762 4.97056 -1.422
C -0.23332 2.64662 5.90813 -0.211
N -1.48547 2.36950 6.32831 0.186
C -1.50785 1.30886 7.22573 -0.405
C -0.17075 0.88027 7.40771 0.993
C 0.04903 -0.22976 8.22029 -0.117
C -1.05098 -0.85117 8.84343 -0.843
C -2.37263 -0.42300 8.61575 -0.469
C -2.60846 0.68294 7.79090 -0.904
C 0.66949 1.70850 6.51670 1.547
C 1.99268 1.52426 6.15867 -0.030
C 2.96488 0.73258 6.85882 -0.251
C 3.13675 0.74596 8.26575 -0.667
C 4.06067 -0.09340 8.87609 -0.462
C 4.77676 -1.03747 8.12548 1.213
C 5.68063 -2.04169 8.77494 -1.410
C 4.63556 -1.03827 6.73350 -0.885
C 3.83366 -0.10300 6.11358 -0.701
H 1.03273 3.69568 4.58943 0.314
H -0.68970 3.68659 4.12117 0.271
H -0.14088 4.72093 5.47221 0.424
H -2.30491 2.88517 6.03376 0.261
H 1.06754 -0.58503 8.35096 0.370
H -0.87108 -1.68961 9.52086 0.387
H -3.20957 -0.94134 9.08697 0.385
H -3.60330 1.07514 7.58458 0.391
H 2.28276 1.93208 5.19187 0.308
H 2.54477 1.43861 8.86557 0.469
H 4.21663 -0.05821 9.95727 0.370
H 6.26664 -2.56334 8.00973 0.346
H 6.37103 -1.56414 9.48002 0.357
H 5.10526 -2.79636 9.32712 0.291
H 5.18277 -1.77709 6.14464 0.331
H 3.81813 -0.01980 5.02938 0.471